[1]
DFT (ωB97M-V/def2-TZVPD) results for a structure of composition C8H7AsO3ReS6.

```
26
Properties=species:S:1:pos:R:3:mulliken_charge:R:1
Re 2.418 1.793 0.509 1.179
S 5.846 4.146 -1.287 -0.103
As 4.005 4.673 -0.695 0.425
S 2.283 3.094 -1.309 -0.045
S 3.503 3.054 1.690 0.089
S 3.106 6.387 -0.297 -0.022
S 5.083 -0.035 -0.917 -0.024
C 3.996 0.786 -0.319 0.537
C -3.762 -2.984 -1.144 -1.391
C -2.700 -2.163 -0.485 0.761
C -2.371 -2.368 0.856 -0.795
C -1.419 -1.592 1.485 -0.515
C -0.780 -0.598 0.737 0.687
C -1.084 -0.367 -0.609 -0.373
C -2.044 -1.152 -1.203 -0.904
S 0.405 0.322 1.537 1.218
O 0.466 1.731 0.863 -0.556
O 0.292 0.318 2.941 -0.506
O 1.858 -0.049 1.051 -0.485
H -3.910 -3.933 -0.632 0.392
H -3.525 -3.174 -2.190 0.393
H -4.711 -2.442 -1.118 0.325
H -2.875 -3.144 1.417 0.407
H -1.176 -1.741 2.528 0.461
H -0.599 0.421 -1.169 0.426
H -2.305 -0.983 -2.240 0.420
```

Values from the calculation:
**Charge**: +2
**<S²>**: 0.76
**2S+1**: 2
**E**: -5237.2628 a.u.
**Highest occupied orbital energy (alpha / beta)**: -15.55 / -15.56 eV

[2]
DFT (ωB97M-V/def2-TZVPD) results for a cluster of 10 separate species, C4H30N2O10 in total.

```
46
Properties=species:S:1:pos:R:3:mulliken_charge:R:1
C -2.144 2.419 0.371 -1.481
C -2.188 0.905 0.110 1.133
O -1.140 0.613 -0.886 -0.035
C -1.965 0.144 1.414 0.421
N -2.936 -1.036 1.460 -0.737
C -0.603 -0.552 1.411 -0.984
N 0.423 0.392 1.891 -0.438
H -1.519 2.678 1.234 0.379
H -1.855 3.262 -0.378 0.241
H -3.102 2.848 0.701 0.394
H -3.059 0.490 -0.433 -0.692
H -0.432 1.228 -0.852 0.089
H -2.228 0.761 2.266 0.601
H -3.220 -1.286 2.369 0.250
H -2.425 -1.874 1.276 0.227
H -0.320 -1.049 0.493 -0.248
H -0.635 -1.297 2.201 0.628
H 0.143 0.859 2.760 0.279
H 0.605 1.011 1.092 0.122
O -2.438 0.306 -3.402 -0.712
H -2.006 -0.589 -3.453 0.358
H -2.240 0.570 -2.510 0.264
O 3.446 0.166 3.268 -0.639
H 2.744 0.145 2.653 0.309
H 3.847 -0.704 3.300 0.304
O 1.746 -2.383 -0.475 -0.679
H 2.137 -1.567 -0.192 0.310
H 0.861 -2.181 -0.787 0.322
O -5.157 -0.938 -1.345 -0.662
H -5.228 -1.337 -0.484 0.305
H -4.299 -0.533 -1.472 0.429
O 4.053 1.537 -0.129 -0.618
H 4.449 2.103 0.544 0.303
H 3.762 0.789 0.505 0.303
O 0.828 2.605 -0.666 -0.631
H 0.665 2.728 -1.590 0.287
H 1.775 2.539 -0.559 0.282
O 2.634 0.283 -2.048 -0.527
H 3.385 -0.108 -1.575 0.292
H 3.096 0.886 -2.690 0.258
O -0.355 -1.589 -2.048 -0.865
H -0.771 -0.861 -1.531 0.510
H 0.348 -1.123 -2.535 0.316
O 3.648 -2.586 1.799 -0.619
H 2.942 -2.762 1.157 0.329
H 3.235 -2.985 2.568 0.319
```

Values from the calculation:
**SMILES**: C[C@@H](O)[C@@H](N)CN.O.O.O.O.O.O.O.O.O
**Charge**: 0
**E**: -1032.2574 a.u.
**Energy above the lowest of the compared OMol25 structures with the same formula, charge and spin**: 2.7667 eV
**Highest occupied orbital energy**: -9.51 eV

[3]
DFT (ωB97M-V/def2-TZVPD) results for a structure of composition C18H19IrNO2.

```
41
Properties=species:S:1:pos:R:3:mulliken_charge:R:1
Ir 0.256 0.697 -0.050 0.851
C 1.515 2.258 -1.113 0.584
C 0.661 1.502 -2.034 0.756
C 1.067 0.126 -1.995 0.350
C 2.073 0.009 -0.979 0.656
C 2.352 1.345 -0.451 0.324
C 3.386 1.677 0.566 -1.387
C 2.769 -1.243 -0.593 -1.561
C 0.565 -0.983 -2.859 -1.331
C -0.382 2.070 -2.920 -1.676
C 1.485 3.726 -0.890 -1.331
H 4.271 2.063 0.052 0.364
H 3.688 0.809 1.144 0.373
H 3.040 2.452 1.249 0.367
H 3.639 -1.364 -1.247 0.377
H 2.129 -2.112 -0.734 0.359
H 3.129 -1.214 0.432 0.437
H 1.391 -1.339 -3.478 0.359
H -0.229 -0.644 -3.521 0.419
H 0.194 -1.825 -2.276 0.262
H 0.075 2.295 -3.889 0.358
H -0.796 2.995 -2.525 0.396
H -1.190 1.361 -3.096 0.425
H 2.327 4.181 -1.420 0.350
H 1.598 3.970 0.167 0.361
H 0.571 4.182 -1.262 0.371
O -1.458 -2.784 -0.642 -0.469
C -1.623 -2.051 0.275 0.095
N -0.959 -0.761 0.415 0.107
C -1.288 -0.230 1.644 0.776
O -0.676 0.859 1.856 -0.677
C -2.229 -1.051 2.349 0.164
C -2.871 -0.908 3.569 -0.603
C -3.739 -1.927 3.941 -0.553
C -3.946 -3.036 3.119 -0.489
C -3.298 -3.177 1.889 -0.425
C -2.440 -2.169 1.519 0.353
H -2.704 -0.047 4.202 0.517
H -4.264 -1.864 4.884 0.441
H -4.629 -3.809 3.446 0.430
H -3.463 -4.039 1.258 0.518
```

Values from the calculation:
**Charge**: +2
**<S²>**: 0.76
**2S+1**: 2
**E**: -1006.2638 a.u.
**Energy above the lowest of the compared OMol25 structures with the same formula, charge and spin**: 0.0000 eV
**Highest occupied orbital energy (alpha / beta)**: -16.24 / -16.17 eV

[4]
DFT (ωB97M-V/def2-TZVPD) results for a cluster of 2 separate species, C4H12O in total.

```
17
Properties=species:S:1:pos:R:3:mulliken_charge:R:1
C 0.121 -2.278 1.194 -0.071
C -0.601 -1.065 1.659 -0.907
O 0.883 -2.159 -0.011 -0.117
H 0.916 -2.616 1.846 0.311
H -0.506 -3.182 1.022 0.337
H 0.008 -0.258 2.108 0.345
H 0.463 -1.830 -0.849 0.436
H -1.369 -1.449 2.336 0.328
H -1.186 -0.538 0.882 0.328
C 0.136 2.618 -0.643 -0.568
C -0.401 2.647 -2.075 -0.778
H -0.294 1.774 -0.090 -0.060
H 1.207 2.476 -0.479 0.313
H -0.107 3.519 -0.071 0.313
H 0.308 3.217 -2.673 0.260
H -1.358 3.145 -2.006 0.260
H -0.587 1.669 -2.538 0.269
```

Values from the calculation:
**Charge**: +1
**<S²>**: 0.75
**2S+1**: 2
**E**: -234.4185 a.u.
**Energy above the lowest of the compared OMol25 structures with the same formula, charge and spin**: 0.6019 eV
**Highest occupied orbital energy (alpha / beta)**: -14.69 / -14.69 eV